Entry 1:
The following is a DFT calculation (ωB97M-V/def2-TZVPD) of C52H80B2BeCl10F14N21O4S2 as an isolated structure at a distorted geometry.

```
186
Properties=species:S:1:pos:R:3:mulliken_charge:R:1
Be -0.1216 1.3818 -3.4932 2.0612
B -1.0611 3.3124 -5.6224 0.0434
F -1.8609 3.3740 -6.7745 -0.3774
F -1.7010 3.1643 -4.3781 -0.1092
F -0.2775 2.2425 -5.7744 -0.2513
F -0.2716 4.4242 -5.7012 -0.3440
B 1.8909 3.6735 -3.0421 0.0763
F 3.0434 4.3392 -2.7582 -0.4318
F 2.1209 3.2545 -4.3273 -0.3944
F 1.5538 2.5601 -2.2379 0.3003
F 0.8022 4.4560 -3.0895 -0.2052
C 0.3471 2.2103 0.9677 0.1493
F 0.5926 3.4945 0.7584 -0.0159
F 1.4630 1.4726 0.8091 -0.0308
F -0.1711 2.0126 2.1692 0.0665
S -1.0502 1.6073 -0.3426 -0.9652
O -2.2699 1.3510 0.4344 0.0101
O -1.1878 2.7000 -1.2510 0.1159
N -0.3535 0.3626 -1.2554 0.3636
S -0.6307 -0.9054 -0.4235 -0.9619
O -0.2682 -0.8460 0.9793 0.1751
O -1.9839 -1.3644 -0.6639 -0.1064
C 0.5624 -2.2404 -1.3007 -0.2214
F 1.7882 -1.8208 -1.2601 -0.0745
F 0.4727 -3.3584 -0.5933 0.0017
F 0.2438 -2.4773 -2.6275 -0.0191
C 3.4211 -1.7343 -5.4355 -0.8346
C 2.5690 -0.7334 -4.7240 0.3357
N 1.9133 0.0340 -4.1666 -0.1850
H 2.8065 -2.5985 -5.6875 0.0114
H 4.4405 -1.9283 -5.1019 0.3567
H 3.6409 -1.2205 -6.3713 0.3734
C -0.1961 0.8489 8.2998 -0.9760
C 0.4038 1.5567 7.1432 0.4565
N 0.8748 2.1095 6.2339 -0.4284
H -0.3458 1.4582 9.1912 0.3763
H 0.6651 0.2936 8.6713 0.3657
H -1.0594 0.2267 8.0641 0.2224
C -3.9020 5.3856 5.9654 -0.9702
C -3.4664 5.3408 4.5438 0.4848
N -3.0770 5.2419 3.4327 -0.4186
H -4.2352 6.3933 6.2138 0.3586
H -3.1922 5.0509 6.7219 0.2842
H -4.7933 4.7617 6.0319 0.3032
C -0.4769 8.8503 2.4778 -0.8255
C 0.0999 8.1272 1.3343 0.3283
N 0.5385 7.5575 0.4339 -0.2942
H 0.2453 9.2018 3.2147 0.3189
H -1.2077 8.1787 2.9283 0.1459
H -0.9577 9.7468 2.0863 0.3401
C 0.6167 -5.9624 4.6801 -0.1691
C -0.2839 -5.5943 5.7789 0.1979
N -1.0603 -5.2620 6.6080 -0.5197
H 1.6195 -6.0877 5.0886 0.3608
H 0.5198 -5.0889 4.0353 -0.1253
H 0.2924 -6.9015 4.2318 0.2656
C -3.1584 -4.7578 -2.1723 -0.4699
C -2.4628 -4.8336 -3.4468 0.4621
N -1.9220 -4.8628 -4.4922 -0.5150
H -4.1016 -4.2135 -2.2195 0.2843
H -2.5747 -4.2359 -1.4140 -0.0030
H -3.2557 -5.7837 -1.8173 0.2759
C -3.2469 1.5274 3.7320 0.5384
C -2.8853 2.0965 5.0595 0.0658
N -2.6210 2.4857 6.1094 -0.4917
H -2.5341 0.7260 3.5375 -0.1787
H -3.0342 2.3118 3.0056 0.1243
H -4.2525 1.1072 3.7483 -0.0303
C 4.2827 1.1038 -1.0072 0.4008
C 5.3166 0.0744 -1.1217 0.2646
N 6.1705 -0.7255 -1.2789 -0.6428
H 3.9075 1.5029 -1.9496 0.2305
H 4.7238 1.9585 -0.4944 -0.0293
H 3.4037 0.7121 -0.4952 -0.2212
C 3.2596 -5.9753 1.3451 -0.4791
C 3.0231 -4.9748 2.3457 0.4687
N 2.8661 -4.0971 3.0999 -0.4926
H 4.2459 -6.4170 1.4874 0.4422
H 3.1334 -5.5101 0.3674 -0.1577
H 2.5562 -6.7943 1.4949 0.2149
C 5.6902 -2.7416 1.2264 0.2962
C 6.2622 -3.7089 2.1430 0.1227
N 6.7124 -4.4079 2.9222 -0.5236
H 5.6914 -1.6865 1.4996 -0.0766
H 4.6800 -3.0750 0.9887 -0.1097
H 6.2351 -2.8735 0.2916 0.2694
C -0.1219 -2.9327 -6.7593 -0.9060
C -0.5266 -1.8041 -5.8564 0.3676
N -0.8235 -0.9171 -5.1531 -0.3658
H -0.0899 -3.9204 -6.2994 0.0728
H 0.9051 -2.6988 -7.0401 0.3438
H -0.6796 -2.9760 -7.6948 0.3972
C -4.5044 -3.3722 -5.9586 -0.7366
C -5.0856 -3.0152 -4.7373 0.6010
N -5.4734 -2.7602 -3.6623 -0.5517
H -3.5190 -2.9101 -6.0170 0.0280
H -5.1662 -3.1033 -6.7820 0.3763
H -4.4322 -4.4590 -5.9993 0.2940
C 0.0185 4.3329 4.2038 0.5916
C 0.4114 5.7608 4.3385 -0.1798
N 0.7461 6.8469 4.4326 -0.4832
H -0.4581 4.0315 5.1366 0.1477
H 0.9125 3.7176 4.1024 0.2404
H -0.6643 4.2688 3.3567 -0.3021
C 2.2201 -0.5024 3.6295 0.2961
C 1.4970 -1.0640 4.7699 -0.0922
N 0.8972 -1.5054 5.6358 -0.5916
H 2.1184 0.5816 3.6816 0.1987
H 1.8204 -1.0020 2.7471 -0.2071
H 3.2564 -0.7722 3.8333 0.3819
C -2.5404 5.6884 -2.4048 0.5331
C -2.6555 7.0014 -1.8342 0.0972
N -2.7761 8.0641 -1.3793 -0.5359
H -2.5722 4.9097 -1.6428 -0.1786
H -1.5365 5.6039 -2.8209 -0.3108
H -3.2640 5.5587 -3.2096 0.3838
C -7.5689 2.7349 -2.5771 -0.9768
C -6.2004 2.8543 -2.0384 0.4492
N -5.1551 2.9736 -1.5650 -0.2869
H -7.6818 3.3962 -3.4362 0.3675
H -8.2468 2.9134 -1.7425 0.2640
H -7.6869 1.7793 -3.0880 0.2843
C -4.5656 -0.0641 -1.8402 -0.3080
C -3.5294 0.3107 -2.7578 0.1665
N -2.6903 0.6382 -3.4934 -0.4116
H -4.4947 -1.1494 -1.7686 0.1575
H -5.5096 0.1714 -2.3317 0.3842
H -4.5424 0.4760 -0.8937 -0.0310
C 1.1441 -7.6287 -5.4160 -0.7472
C 1.7289 -6.2839 -5.6712 0.3809
N 2.1258 -5.2678 -5.9086 -0.4027
H 1.6125 -8.4174 -6.0048 0.3438
H 0.0756 -7.5592 -5.6200 0.2644
H 1.2764 -7.7777 -4.3444 0.1778
C 1.2651 7.6251 -3.0072 -0.2842
C 2.3301 6.9331 -3.7868 0.3690
N 3.0978 6.3827 -4.4663 -0.5377
H 0.4582 7.6890 -3.7373 0.2727
H 1.5353 8.5944 -2.5884 0.3741
H 0.8934 6.9141 -2.2694 -0.1527
C 4.1705 -4.4712 -2.9676 -0.2140
C 4.8718 -5.0117 -1.7766 0.2157
N 5.4411 -5.3819 -0.8277 -0.4754
H 4.6379 -3.5162 -3.2073 0.1259
H 3.1391 -4.2438 -2.6981 0.0036
H 4.2322 -5.1751 -3.7976 0.3729
Cl 3.6766 5.2086 3.2375 -0.2456
C 3.6032 4.7963 1.4783 0.5737
C 4.8353 5.1517 0.6921 -0.1524
Cl 4.9921 6.9009 0.4464 -0.2057
H 2.8022 5.3858 1.0322 0.1345
H 3.4390 3.7276 1.3401 -0.4260
H 4.6619 4.7699 -0.3140 0.0881
H 5.7124 4.7635 1.2098 0.2116
Cl -1.5770 -4.2360 2.1271 -0.0520
C -2.5495 -3.0287 2.9819 -0.1049
C -2.2782 -2.8770 4.5036 -0.1896
Cl -3.2817 -1.5287 5.0860 -0.2220
H -3.5982 -3.3137 2.8976 0.4069
H -2.5199 -2.1094 2.3968 -0.2824
H -1.2757 -2.6413 4.8605 0.0040
H -2.6244 -3.7850 4.9973 0.3675
Cl 0.9649 -9.0490 -0.0379 -0.2032
C -0.7979 -8.7156 0.2015 -0.5018
C -0.9363 -7.2341 0.1821 -0.4235
Cl -0.4273 -6.4551 -1.3535 0.0310
H -1.1745 -9.1831 1.1113 0.3810
H -1.4067 -9.0845 -0.6240 0.3392
H -0.4308 -6.7536 1.0198 0.0109
H -1.9883 -7.0194 0.3697 0.3633
Cl -5.2096 -1.4201 1.6436 -0.0290
C -6.5475 -0.3516 2.1229 -0.7312
C -6.9885 0.5875 0.9996 -0.2192
Cl -7.6049 -0.3227 -0.3985 -0.1829
H -6.2852 0.1822 3.0364 0.2471
H -7.3742 -1.0269 2.3433 0.4069
H -6.2113 1.2204 0.5712 0.0334
H -7.8117 1.2325 1.3067 0.4574
Cl 9.3405 1.3257 2.0406 -0.2161
C 7.7206 0.5359 2.0329 -0.2464
C 6.7267 1.6860 2.0071 -1.0341
Cl 5.0408 1.2397 1.8813 0.1054
H 7.5646 0.0053 2.9722 0.3514
H 7.7287 -0.0118 1.0906 0.1666
H 6.9814 2.3018 1.1445 0.3738
H 6.8343 2.4722 2.7544 0.5249
```

The HOMO-LUMO gap comes out at 8.23 eV. The calculation puts the HOMO energy at -7.69 eV. The total energy comes out at -10341.39989 a.u. As for the LUMO energy: 0.5 eV. Its charge is -1.

---

Entry 2:
The following is a DFT calculation (ωB97M-V/def2-TZVPD) of C24H31HgN5O7Si as an isolated structure.

```
69
Properties=species:S:1:pos:R:3:mulliken_charge:R:1
Hg -0.6700 0.2167 1.0090 2.0351
O 1.6342 -3.1924 2.6626 -0.4882
C 0.6401 -2.2957 2.5377 -0.3624
O -0.2340 -2.4047 1.7211 -0.4664
C 0.7365 -1.1473 3.4971 0.6069
C 1.4533 -1.2603 4.6574 -0.5213
C 1.4727 -0.1411 5.5388 -0.8392
C 0.8148 0.9929 5.1724 -0.7126
C 0.1190 1.0719 3.9391 0.8923
N 0.0724 -0.0469 3.1178 -0.1802
C -0.5859 2.2363 3.4795 0.2566
O -0.4925 3.3905 4.2132 -0.5384
O -1.2694 2.2849 2.4655 -0.5735
H 1.6073 -3.7081 1.8408 0.4385
H 1.9747 -2.1770 4.8834 0.5196
H 2.0014 -0.1936 6.4816 0.3894
H 0.8206 1.8351 5.8555 0.1838
H 0.1688 3.2817 4.9025 0.2696
C -1.0727 3.5588 -0.9079 -1.1430
C -1.7584 2.3573 -1.5010 0.6346
C -2.4085 2.4177 -2.7231 -0.7983
C -3.0222 1.2566 -3.2012 -0.5952
C -3.0219 0.1000 -2.4600 -0.4532
C -2.3919 0.0934 -1.1835 0.6657
N -1.7322 1.2245 -0.7937 -0.1325
N -2.3116 -0.9091 -0.3051 -0.2341
Si -3.2553 -2.3383 -0.2921 -0.2608
C -5.0674 -2.0019 -0.6930 -1.0925
C -3.2327 -3.0849 1.4235 -0.9723
C -2.6425 -3.6283 -1.5094 -1.0236
H -1.7411 4.4217 -0.9521 0.5203
H -0.1670 3.8007 -1.4670 0.1408
H -0.7925 3.3681 0.1246 -0.0333
H -2.4270 3.3418 -3.2861 0.4143
H -3.5000 1.2679 -4.1754 0.3690
H -3.4728 -0.8081 -2.8360 0.3395
H -5.4595 -1.2173 -0.0361 0.3124
H -5.6579 -2.9094 -0.5259 0.3709
H -5.2300 -1.6813 -1.7245 0.3273
H -3.1784 -2.2922 2.1753 0.2236
H -2.3607 -3.7280 1.5620 0.2049
H -4.1373 -3.6755 1.6016 0.4107
H -2.7926 -3.3132 -2.5470 0.3231
H -3.1687 -4.5787 -1.3631 0.3369
H -1.5713 -3.8013 -1.3603 0.2908
C 4.7784 1.5193 -0.1745 -1.1922
C 3.9465 1.9414 -1.3846 -1.4111
C 2.8383 0.9394 -1.7490 2.7593
C 2.0203 1.4707 -2.9401 -1.3733
C 0.9252 0.5134 -3.4083 -1.0688
C 3.4972 -0.3570 -2.1625 -0.1734
O 4.2835 -0.4222 -3.0925 -0.6999
N 3.1693 -1.4480 -1.4214 0.1409
C 2.1973 -1.5279 -0.3919 -0.2644
O 2.0380 -2.6327 0.1057 -0.7215
N 1.5422 -0.3971 -0.0284 0.1817
C 1.8800 0.8015 -0.5608 -0.3529
O 1.3641 1.8377 -0.1428 -0.6556
H 5.5507 2.2603 0.0405 0.4809
H 5.2772 0.5615 -0.3483 0.2745
H 4.1513 1.4210 0.7152 0.2373
H 4.5854 2.0563 -2.2620 0.4796
H 3.4567 2.8952 -1.1840 0.3814
H 2.7171 1.6835 -3.7532 0.4274
H 1.5737 2.4118 -2.6163 0.3258
H 1.3506 -0.4197 -3.7878 0.3357
H 0.3367 0.9646 -4.2079 0.4864
H 0.2344 0.2707 -2.5958 0.0659
H 3.5962 -2.3277 -1.6676 0.2802
```

The HOMO-LUMO gap (alpha / beta) comes out at 5.86 / 7.51 eV. The calculation puts the HOMO energy (alpha / beta) at -3.12 / -4.78 eV. The total energy comes out at -2176.78133 a.u. Its expectation value of S² is 0.763. As for the spin multiplicity: 2. As for the LUMO energy (alpha / beta): 2.7 / 2.7 eV. The relative energy (zero: lowest compared OMol25 entry of this formula, charge and spin) is 0.448 eV. Its charge is -1.

---

Entry 3:
The following is a DFT calculation (ωB97M-V/def2-TZVPD) of a 9-piece molecular cluster, C4H26NO8 overall at a distorted geometry.

```
39
Properties=species:S:1:pos:R:3:mulliken_charge:R:1
C -0.1695 2.3012 2.4529 -1.1656
C -0.5615 1.1407 3.4516 -0.1589
C -0.1433 -0.2159 3.0990 -0.6093
C -0.3764 -0.3339 1.8051 -0.1362
N 0.3722 -1.3524 0.9808 -0.1692
H -0.6814 3.2083 2.6567 0.3781
H -0.1821 2.1989 1.3441 0.2282
H 0.8768 2.6495 2.5331 0.3464
H -1.6220 1.1589 3.8250 0.2973
H -0.0076 1.6273 4.3485 0.3106
H 0.5893 -0.7500 3.7385 0.3452
H -1.1453 0.2601 1.1283 0.2446
H -0.0834 -2.3150 1.1613 0.3964
H 0.2614 -1.2709 -0.1595 0.2859
H 1.3613 -1.4246 1.2670 0.4185
H -2.6178 -2.9232 1.1657 0.2697
H -1.8016 -4.1851 1.6334 0.3348
O -1.7578 -3.1961 1.1710 -0.6279
H -3.7518 0.4574 -0.0036 0.2931
H -3.9233 1.1824 1.1833 0.2725
O -3.5089 0.4158 0.8972 -0.5621
H 1.7498 1.1554 -3.8824 0.2654
H 2.4837 1.0589 -2.6104 0.2832
O 1.5954 1.0177 -3.0428 -0.5428
H 0.7986 -2.1801 -4.0867 0.3247
H 0.9266 -0.7155 -3.4220 0.3671
O 1.1984 -1.6940 -3.4104 -0.7446
H 0.8021 2.5392 -2.0752 0.2931
H 0.7043 4.1131 -2.4881 0.3134
O 0.9360 3.4066 -1.8405 -0.6216
H 3.5337 -0.1195 0.3636 0.2842
H 3.0589 -1.3467 -0.4202 0.3073
O 3.1662 -0.9436 0.4108 -0.6132
H -0.5791 2.0222 -2.6775 0.2717
H -1.5427 0.9911 -3.1096 0.2202
O -1.0726 1.2214 -2.4403 -0.4728
H 0.4548 -3.8105 -1.4649 0.3217
H 0.4763 -2.5073 -2.1254 0.3480
O 0.1824 -2.8419 -1.3572 -0.5971
```

The HOMO-LUMO gap comes out at 9.97 eV. The calculation puts the HOMO energy at -12.58 eV. The total energy comes out at -824.29427 a.u. As for the LUMO energy: -2.6 eV. The relative energy (zero: lowest compared OMol25 entry of this formula, charge and spin) is 5.762 eV. Its charge is +1.

---

Entry 4:
The following is a DFT calculation (ωB97M-V/def2-TZVPD) of a single C4H7NO molecule at a distorted geometry.

```
13
Properties=species:S:1:pos:R:3:mulliken_charge:R:1
C -0.2719 1.5393 0.4294 -1.3199
C -0.0517 0.3269 -0.4805 0.4565
C 1.0799 -0.6394 -0.2025 -0.4745
O 0.4332 -1.7191 0.5726 -0.3765
C -0.8689 -1.5866 0.1868 0.0069
N -1.2322 -0.5498 -0.4437 -0.5606
H -1.1628 2.0671 0.0695 0.3437
H 0.5754 2.2307 0.3645 0.3388
H -0.4389 1.2907 1.4854 0.2948
H 0.1821 0.6988 -1.4831 0.2985
H 1.9705 -0.1372 0.2034 0.3156
H 1.3573 -1.1318 -1.1359 0.2972
H -1.5694 -2.3833 0.4516 0.3798
```

The HOMO-LUMO gap comes out at 10.76 eV. The calculation puts the HOMO energy at -9.75 eV. The total energy comes out at -286.58416 a.u. As for the LUMO energy: 1.0 eV. The relative energy (zero: lowest compared OMol25 entry of this formula, charge and spin) is 1.292 eV.

---

Entry 5:
The following is a DFT calculation (ωB97M-V/def2-TZVPD) of a 2-piece molecular cluster, C3H10N3 overall at a distorted geometry.

```
16
Properties=species:S:1:pos:R:3:mulliken_charge:R:1
N 2.4070 0.3279 0.0657 -0.2806
C 2.1071 -0.8978 -0.3248 0.2047
N 1.0267 -1.5508 -0.0377 -0.2352
H 1.7852 0.9917 0.5486 0.2335
H 3.3828 0.5865 -0.0206 0.2515
H 2.9705 -1.4374 -0.8562 0.2913
H 0.9717 -2.5405 -0.4225 0.2967
H 0.0703 -1.1452 0.1583 0.2763
C -2.3076 -0.2167 0.1027 -0.6861
C -1.1528 1.8169 0.0497 -0.3755
N -1.1001 0.5851 -0.2792 -0.3972
H -3.1028 -0.1692 -0.6895 0.2574
H -2.7389 0.1825 1.0759 0.3247
H -2.0388 -1.2554 0.2243 0.2311
H -0.6337 2.5588 -0.5782 0.3288
H -1.6465 2.1636 0.9835 0.2787
```

The HOMO-LUMO gap comes out at 9.77 eV. The calculation puts the HOMO energy at -13.26 eV. The total energy comes out at -284.28791 a.u. As for the LUMO energy: -3.5 eV. The relative energy (zero: lowest compared OMol25 entry of this formula, charge and spin) is 2.396 eV. Its charge is +1.